Entry 1:
DFT (wB97M-V/def2-TZVPD) results for 8 unconnected molecules or ions with the total composition C16H48O8S3 in a non-equilibrium geometry.

Last column: Mulliken charge in e.
Cartesian coordinates (Å):
C1 31.923 37.768 33.787  -0.815
C2 32.063 37.955 35.255  0.462
O1 31.502 39.143 35.685  -0.568
H1 30.920 37.976 33.546  0.437
H2 32.093 36.722 33.502  0.229
H3 32.451 38.552 33.305  0.063
H4 33.088 38.216 35.428  -0.250
H5 31.762 37.046 35.983  0.205
H6 31.856 39.484 36.406  0.299
C3 35.131 34.785 29.544  -0.966
C4 34.973 33.713 30.617  -0.775
O2 36.263 33.104 30.874  -0.564
H7 35.289 34.378 28.550  0.323
H8 36.123 35.271 29.892  0.144
H9 34.476 35.524 29.560  0.434
H10 34.312 33.044 30.428  0.637
H11 34.631 33.940 31.431  0.501
H12 36.264 32.444 31.472  0.273
C5 35.407 38.166 31.659  -1.277
C6 35.394 39.235 32.789  0.250
O3 35.573 38.730 34.042  0.221
H13 35.247 38.551 30.691  0.516
H14 34.700 37.370 31.895  0.365
H15 36.419 37.723 31.716  0.184
H16 34.336 39.732 32.579  -0.063
H17 36.016 40.099 32.538  -0.091
H18 35.898 39.559 34.590  0.163
C7 35.199 42.958 33.238  -0.552
C8 35.818 43.123 31.805  -0.730
O4 34.941 42.643 30.792  -0.571
H19 36.107 43.255 34.034  0.073
H20 34.927 41.918 33.470  0.019
H21 34.417 43.635 33.513  0.392
H22 36.556 42.556 31.681  0.265
H23 36.177 44.003 31.563  0.870
H24 35.066 43.167 29.892  0.304
C9 36.877 40.125 28.504  -1.068
C10 37.829 40.354 29.675  0.434
O5 39.026 39.785 29.364  -0.519
H25 35.878 40.629 28.811  0.259
H26 36.708 39.003 28.382  0.248
H27 37.321 40.550 27.561  0.305
H28 37.279 40.020 30.623  -0.344
H29 37.787 41.452 29.818  0.226
H30 38.956 38.842 29.501  0.381
C11 39.123 39.635 37.142  -0.972
S1 38.620 40.542 35.654  0.810
O6 37.044 40.396 35.583  -0.839
C12 38.842 42.259 36.208  -1.053
H31 39.324 38.505 36.788  0.221
H32 38.341 39.749 37.876  0.352
H33 40.184 39.994 37.556  0.348
H34 39.860 42.538 36.156  0.414
H35 38.363 42.606 37.158  0.318
H36 38.465 42.698 35.262  0.250
C13 36.505 35.530 34.520  -0.821
S2 35.010 35.923 35.377  0.743
O7 34.614 34.522 35.906  -0.769
C14 35.803 36.617 36.899  -1.012
H37 37.289 36.306 34.394  0.025
H38 36.316 34.921 33.666  0.172
H39 37.017 34.905 35.173  0.572
H40 36.360 35.988 37.377  0.619
H41 35.209 37.033 37.746  0.344
H42 36.415 37.434 36.392  -0.015
C15 39.508 37.935 33.205  0.440
S3 40.074 39.358 32.182  0.667
O8 40.052 40.533 33.167  -0.670
C16 41.724 38.837 31.858  -1.226
H43 39.478 36.884 32.559  0.352
H44 38.574 38.137 33.303  -1.013
H45 40.051 37.849 34.220  0.262
H46 42.105 38.697 32.899  0.328
H47 42.348 39.547 31.482  0.445
H48 41.824 38.052 31.181  0.381

Atomic forces in eV per Å
-0.88 -0.94 0.67
1.46 -1.46 2.67
-5.00 -0.70 -5.16
-1.65 0.06 -0.42
0.54 0.51 -0.20
1.06 0.18 -0.75
1.31 -1.26 0.14
0.44 1.67 -1.91
2.74 1.96 4.98
5.33 -2.56 1.67
6.98 0.41 -6.48
0.41 3.84 -3.86
-0.10 -0.09 0.01
-1.32 -0.51 -0.94
-3.40 3.05 0.05
-4.06 -5.02 -2.64
-3.28 4.30 9.14
-0.57 -3.37 3.12
1.70 -0.52 2.64
-3.42 1.29 -3.50
0.92 1.85 1.96
-0.31 0.65 -1.03
-0.12 0.08 -0.06
-0.27 -0.19 -0.40
1.38 -0.73 1.06
0.70 -0.29 0.11
-0.32 -2.38 -0.80
3.62 0.59 1.06
-7.17 -0.55 2.33
-0.97 1.53 -3.30
-2.21 -0.91 -2.02
0.05 0.45 -0.27
-0.63 0.33 -0.31
6.52 -4.99 0.07
1.14 5.08 -0.63
-0.31 -1.57 3.09
-1.53 -0.25 0.25
-3.71 0.85 0.36
1.92 0.17 0.18
1.41 -0.85 -0.96
0.06 1.40 -0.07
-0.65 -0.40 0.90
1.17 -0.19 -0.92
1.30 -0.36 -0.10
-0.03 -0.28 0.01
2.88 -1.61 -0.50
-2.66 0.05 0.88
2.86 0.27 0.46
-1.14 -0.11 -0.95
-0.84 2.49 0.99
-0.14 -0.25 0.30
-2.40 -0.49 -0.99
1.38 -0.07 0.33
0.10 -0.62 -1.04
-0.43 0.43 0.90
1.54 1.36 -0.03
-0.89 -2.28 2.84
-0.09 1.61 -1.23
-2.32 5.73 -3.58
-1.14 0.17 -0.57
-0.41 0.06 -0.93
0.65 -1.61 1.52
3.65 -4.44 1.99
-0.52 0.00 -1.40
-0.50 -0.58 1.23
6.43 -3.48 -1.57
-1.68 0.85 1.06
0.83 -1.43 -1.47
-0.13 -0.33 3.68
0.60 2.65 1.66
-6.20 1.45 1.16
-0.68 0.09 -1.77
0.17 -0.69 -0.88
1.14 2.77 -1.20
-0.33 -1.89 -0.65

Output
Frontier orbital gap, eV: 8.672
LUMO level, eV: 0.2
HOMO energy, hartree: -0.3127

Entry 2:
DFT (wB97M-V/def2-TZVPD) results for 8 unconnected molecules or ions with the total composition C16H48O8S3 in a non-equilibrium geometry.

Last column: Mulliken charge in e.
Cartesian coordinates (Å):
C1 31.777 3.922 4.795  -1.182
C2 30.367 4.554 4.856  0.177
O1 30.350 5.546 3.847  -0.586
H1 32.495 4.682 4.406  0.305
H2 31.915 3.385 3.879  0.330
H3 32.160 3.405 5.750  0.279
H4 30.242 5.069 5.958  -0.020
H5 29.466 3.989 4.876  0.253
H6 29.836 6.339 4.290  0.507
C3 24.751 9.251 11.133  -1.386
C4 25.467 9.025 9.793  0.214
O2 24.737 9.934 8.886  -0.492
H7 23.581 9.046 10.944  0.271
H8 24.902 10.139 11.245  0.556
H9 25.178 8.462 11.720  0.405
H10 25.404 8.175 9.165  0.243
H11 26.551 9.409 9.654  -0.059
H12 24.410 10.444 9.501  0.246
C5 28.742 7.615 10.496  -0.164
C6 29.895 8.588 10.234  -0.520
O3 29.440 9.551 9.447  -0.218
H13 27.889 8.099 11.029  0.063
H14 29.354 6.707 10.995  0.303
H15 28.378 7.282 9.522  -0.258
H16 30.974 8.259 10.002  0.354
H17 30.150 9.129 11.138  0.330
H18 30.155 9.935 8.786  0.196
C7 22.833 8.605 4.849  -1.323
C8 23.269 7.091 4.723  0.437
O4 22.689 6.629 3.537  -0.616
H19 22.787 8.990 5.996  0.154
H20 21.886 8.513 4.611  0.537
H21 23.345 9.280 4.333  0.375
H22 23.298 6.506 5.546  0.479
H23 24.467 7.210 4.673  -0.482
H24 23.177 5.778 3.292  0.427
C9 26.088 13.694 7.852  -1.394
C10 26.874 12.451 8.244  1.033
O5 28.189 12.688 8.399  -0.568
H25 26.408 14.264 7.004  0.355
H26 25.926 14.367 8.739  0.328
H27 25.030 13.525 7.669  0.386
H28 26.812 11.616 7.435  -0.277
H29 26.418 11.923 9.173  -0.190
H30 28.649 11.899 8.964  0.343
C11 30.392 11.158 5.692  -0.675
S1 31.321 12.018 6.970  0.504
O6 31.357 11.050 8.228  -0.704
C12 32.969 11.912 6.383  -0.871
H31 30.351 11.712 4.701  0.495
H32 29.340 11.278 5.971  -0.062
H33 30.733 10.172 5.567  0.366
H34 33.602 12.593 7.024  0.310
H35 32.791 12.148 5.286  0.347
H36 33.465 10.846 6.217  0.268
C13 27.048 6.402 6.716  -0.930
S2 28.013 7.707 6.084  0.764
O7 28.498 7.327 4.659  -0.822
C14 26.746 8.918 5.891  0.423
H37 27.354 5.541 6.299  0.557
H38 25.917 6.410 6.348  -0.037
H39 26.955 6.328 7.795  0.279
H40 26.647 9.330 6.847  -0.046
H41 25.888 8.407 5.528  -0.660
H42 27.175 9.727 5.293  0.421
C15 26.329 4.549 3.159  -0.526
S3 24.986 3.488 3.466  0.382
O8 23.689 4.375 3.534  -0.643
C16 24.716 2.808 1.797  -1.091
H43 25.934 5.096 2.299  0.380
H44 27.401 4.101 3.051  0.361
H45 26.496 5.249 4.140  -0.097
H46 24.937 3.569 0.963  0.291
H47 23.934 2.235 1.696  0.453
H48 25.539 2.179 1.615  0.415

Atomic forces in eV per Å
0.42 0.24 0.49
1.72 2.57 2.86
-1.49 1.67 1.41
-0.51 0.40 1.48
-0.55 -1.72 -0.23
-0.67 0.67 -1.74
0.60 -0.81 -2.20
-0.44 -1.43 -0.63
0.87 -1.72 -1.57
-3.12 -11.84 -4.07
0.57 2.83 -2.62
2.80 -4.05 -4.27
2.69 0.34 0.55
1.81 10.01 2.87
-0.08 0.37 1.55
-0.07 -1.92 0.64
-1.34 -0.80 1.26
-3.28 5.02 4.00
2.62 -1.96 0.51
1.90 -0.62 2.57
0.12 3.71 -5.28
1.02 -0.64 0.03
-2.31 1.67 -0.54
-0.03 -0.18 0.05
-1.81 -0.68 -0.49
-0.09 -0.41 1.34
-1.51 -0.66 1.81
1.32 -3.42 6.98
3.76 4.48 -3.19
0.74 -0.61 0.26
0.44 -0.98 -2.43
-4.90 0.39 -1.58
2.23 2.44 -2.51
-1.48 -2.07 2.82
-1.67 -0.46 -0.75
-0.85 1.09 0.41
-1.23 0.52 1.92
-2.82 -3.19 -0.69
4.50 -1.54 2.65
0.78 0.17 -0.35
0.98 -0.28 -0.68
-0.11 -0.93 -0.38
-0.65 1.24 0.86
0.44 1.12 -1.30
-1.66 2.71 -2.03
-0.94 2.28 -1.15
-0.14 -2.18 2.92
-0.63 1.64 -2.26
1.41 -1.47 -2.29
0.79 -0.47 1.11
0.18 -0.58 0.53
0.23 -1.36 -0.06
-0.61 -0.71 -1.20
0.90 0.83 1.18
-1.35 1.91 1.21
-4.96 1.48 0.43
2.23 0.40 -1.46
-1.06 0.24 1.77
1.31 0.07 -0.77
1.77 -3.14 -1.11
2.11 0.48 0.54
0.56 0.23 0.12
-0.76 0.55 1.70
-0.89 0.22 -0.55
-0.34 -0.34 -0.36
2.49 1.84 1.79
-3.85 -0.21 -0.48
2.75 -1.80 0.55
5.82 4.16 -0.51
0.88 0.58 0.12
-2.20 0.36 -0.26
-0.85 -1.48 -2.55
-1.18 -0.59 1.47
-4.72 -2.39 -0.20
1.37 -1.30 -0.01

Output
Frontier orbital gap, eV: 9.380
LUMO level, eV: 0.4
HOMO energy, hartree: -0.3295

Entry 3:
DFT (wB97M-V/def2-TZVPD) results for 7 unconnected molecules or ions with the total composition C16H49N11O7 in a non-equilibrium geometry.

Last column: Mulliken charge in e.
Cartesian coordinates (Å):
C1 6.671 -1.939 -0.766  -0.938
O1 5.269 -1.862 -0.611  -0.340
C2 4.739 -2.575 0.589  -1.182
C3 3.231 -2.359 0.792  0.647
C4 2.226 -3.124 -0.102  -1.333
N1 3.037 -0.935 0.585  -0.928
H1 6.970 -2.761 -1.417  0.292
H2 7.210 -2.002 0.180  0.383
H3 7.106 -1.130 -1.352  0.325
H4 5.077 -3.611 0.556  0.512
H5 5.226 -2.193 1.486  0.480
H6 3.029 -2.470 1.858  0.262
H7 2.371 -4.159 -0.411  0.451
H8 1.984 -2.755 -1.098  0.271
H9 1.254 -3.305 0.357  0.332
H10 3.681 -0.766 -0.175  -0.313
H11 2.100 -0.856 0.215  0.216
C5 -3.160 1.636 4.671  -0.872
O2 -3.025 0.126 4.450  -0.405
C6 -4.278 -0.514 4.317  -0.538
C7 -4.090 -2.006 3.898  0.302
C8 -3.751 -2.092 2.338  -0.463
N2 -5.358 -2.731 4.094  -0.770
H12 -3.228 2.236 3.763  0.228
H13 -2.306 2.114 5.151  0.301
H14 -3.997 1.817 5.345  0.399
H15 -4.846 -0.478 5.246  0.386
H16 -4.886 0.014 3.582  0.070
H17 -3.264 -2.514 4.396  0.354
H18 -2.843 -1.561 2.052  -0.490
H19 -4.518 -1.484 1.857  0.276
H20 -3.596 -3.107 1.972  0.390
H21 -5.266 -3.596 3.582  0.309
H22 -6.106 -2.231 3.634  0.269
C9 -2.295 2.469 -3.985  -0.788
O3 -0.964 2.156 -3.813  -0.297
C10 -0.277 1.422 -4.853  -1.065
C11 1.249 1.658 -4.631  1.795
C12 1.655 3.079 -5.095  -1.727
N3 2.075 0.672 -5.376  -0.810
H23 -2.761 2.789 -3.052  0.130
H24 -2.632 1.490 -4.324  0.413
H25 -2.445 3.078 -4.876  0.308
H26 -0.613 0.387 -4.787  0.498
H27 -0.639 1.794 -5.811  0.461
H28 1.444 1.497 -3.571  -0.724
H29 1.036 3.950 -4.880  0.281
H30 1.724 3.047 -6.182  0.432
H31 2.649 3.372 -4.757  0.354
H32 3.047 0.623 -5.106  0.323
H33 1.683 -0.198 -5.045  0.316
N4 -1.020 -0.456 0.222  0.261
C13 -0.564 -0.371 -1.038  0.615
N5 -1.564 -0.215 -1.848  -0.277
O4 0.646 -0.291 -1.409  -0.834
H34 -1.997 -0.541 0.463  0.119
H35 -0.274 -0.708 0.855  -0.206
H36 -1.285 -0.021 -2.799  0.065
H37 -2.527 -0.276 -1.548  0.178
N6 -0.078 -0.062 4.081  -0.324
C14 0.596 -0.662 3.132  0.897
N7 1.675 -0.085 2.822  -0.196
O5 0.153 -1.593 2.467  -0.713
H38 0.278 0.651 4.701  0.192
H39 -1.084 -0.109 3.999  0.123
H40 2.306 -0.360 2.082  0.247
H41 2.017 0.506 3.566  0.141
N8 3.210 0.657 -1.970  -0.201
C15 3.696 1.712 -1.437  0.704
N9 4.708 1.492 -0.686  -0.328
O6 3.395 2.831 -1.687  -0.691
H42 2.220 0.501 -2.096  0.344
H43 3.719 -0.177 -1.716  0.641
H44 5.056 0.547 -0.614  0.275
H45 5.008 2.256 -0.097  0.192
N10 -3.563 2.364 0.250  -0.334
C16 -4.267 1.307 0.459  0.768
N11 -5.195 1.605 1.386  -0.430
O7 -4.244 0.227 -0.199  -0.682
H46 -3.961 3.241 0.556  0.166
H47 -2.720 2.398 -0.305  0.160
H48 -4.999 2.507 1.796  0.114
H49 -5.945 1.018 1.723  0.228

Atomic forces in eV per Å
0.55 -0.45 -0.46
-0.83 -0.25 1.12
0.88 -0.04 -0.46
-0.06 -0.28 -0.83
-0.66 -1.65 -0.38
0.29 -0.05 -0.23
-0.25 -0.74 0.35
-0.10 -0.02 0.12
-0.65 0.77 0.33
-0.41 -0.24 -0.38
0.22 0.54 -0.06
-0.05 -1.03 0.01
1.31 -0.43 0.57
0.39 1.15 0.20
-0.10 0.89 0.56
-0.50 0.71 0.24
-0.23 0.59 -0.51
-0.06 -1.61 0.12
0.39 3.01 0.29
0.12 -0.98 0.10
0.07 0.40 -2.50
0.35 1.39 1.28
0.52 0.16 0.69
-0.53 -0.63 -0.48
0.47 -1.00 0.26
-0.21 -0.09 -0.23
0.08 -0.05 0.37
-0.08 -0.10 -0.37
-0.24 0.28 0.61
0.36 -0.02 0.47
-0.36 -0.69 -0.51
-0.57 0.00 0.05
-0.16 -0.25 0.07
-0.14 0.16 -0.12
0.09 -2.05 -1.69
2.81 0.67 1.00
-0.32 1.10 0.65
0.22 0.75 -0.12
0.34 -0.14 -0.42
-1.51 -0.27 -0.22
0.13 0.15 -0.28
-1.74 -0.16 0.26
-0.21 0.84 0.29
0.33 -0.49 0.00
0.29 0.10 -0.36
-0.36 0.57 0.09
-0.50 -0.48 0.50
-0.03 -0.12 -0.19
0.08 -0.35 0.26
0.06 0.61 0.37
0.21 -0.63 -0.28
2.02 -0.18 1.04
1.56 1.02 0.75
-1.42 0.14 -3.53
-1.76 -0.68 1.04
0.29 -0.15 -0.17
-0.67 -0.32 0.81
-0.60 0.07 0.07
0.02 0.13 -0.17
-2.84 0.90 3.03
-2.24 -1.96 -1.53
5.13 2.82 0.47
-0.83 -1.14 -0.30
0.09 -0.15 -0.51
-0.09 -0.36 0.47
0.45 -0.23 -0.27
0.49 0.34 -0.67
-1.81 -5.08 -2.61
-0.04 2.25 -0.77
4.65 -1.13 3.59
-2.37 4.12 -0.66
-0.08 0.23 0.01
-0.57 -0.15 -0.51
0.32 0.46 0.73
0.34 -0.44 -0.29
3.23 3.53 -1.16
-2.65 -4.66 -1.80
-0.90 0.27 1.32
0.70 1.65 1.53
0.63 -0.07 -0.28
-0.26 -0.28 -0.05
-0.90 -0.57 0.68
0.40 0.08 -0.38

Output
Frontier orbital gap, eV: 8.864
SMILES string: COC[C@H](C)N.COC[C@H](C)N.COC[C@H](C)N.NC(N)=O.NC(N)=O.NC(N)=O.NC(N)=O
LUMO level, eV: 0.1
HOMO energy, hartree: -0.3208

> What is the formula in the third record?

C16H49N11O7

> Among the records above, which one has the highest LUMO level?

number 2

> Look up the LUMO level of the second one.

0.4 eV